C26H32NO3 | wB97M-V/def2-TZVPD

Results
gap between HOMO and LUMO	7.023	eV
energy above the lowest of the compared OMol25 structures with the same formula, charge and spin	0.000	eV
electronic energy	-35107.332	eV
structure (SMILES)	COC(=O)[C@H]1CCC/[N+]1=C1\CCCC[C@@H]1[C@H](c1ccccc1)c1ccc(OC)cc1
max |F|	2.7	eV/A

```
! wB97M-V def2-TZVPD RIJCOSX def2/J DEFGRID3
* xyz 1 1
C -1.5115 2.6342 2.8677
O -0.3459 2.3428 2.0704
C 0.4622 1.4164 2.6149
O 0.1758 0.7785 3.6136
C 1.7848 1.2205 1.8861
C 2.8615 1.8362 2.7953
C 3.1696 0.7128 3.7769
C 2.8934 -0.5872 3.0232
N 2.0850 -0.2069 1.8709
C 1.6189 -1.1665 1.0603
C 0.3013 -1.0503 0.3159
C -0.0569 -2.2821 -0.5459
C 0.1956 -3.5678 0.2269
C 1.6789 -3.6937 0.5074
C 2.1578 -2.5388 1.3863
H -2.1917 3.1551 2.1941
H -1.9612 1.7181 3.2606
H -1.2240 3.2807 3.7053
H 1.7317 1.6923 0.8964
H 3.7460 2.0909 2.2014
H 2.5136 2.7451 3.2963
H 4.1890 0.7362 4.1652
H 2.4697 0.7591 4.6199
H 3.8364 -1.0733 2.7285
H 2.3404 -1.2745 3.6877
H -0.2984 -1.1970 1.2217
H -1.1172 -2.2298 -0.8295
H 0.5155 -2.2771 -1.4853
H -0.3509 -3.5329 1.1807
H -0.2037 -4.4198 -0.3269
H 1.8558 -4.6510 1.0079
H 2.2500 -3.6943 -0.4280
H 3.2571 -2.5288 1.3789
H 1.8569 -2.8144 2.4177
C -1.2651 0.8671 -6.6246
O 0.0314 0.7665 -5.9838
C 0.0351 0.3801 -4.6789
C 1.2215 0.5514 -3.9245
C 1.1645 0.5409 -2.5401
C -0.0351 0.2082 -1.8757
C -0.1446 0.2031 -0.3333
C -1.6127 0.5480 0.0755
C -2.3609 -0.2250 0.9756
C -3.7147 0.0642 1.1919
C -4.3411 1.1255 0.5381
C -3.5994 1.9120 -0.3426
C -2.2497 1.6323 -0.5481
C -1.1540 -0.1167 -2.6511
C -1.1297 -0.0807 -4.0331
H -1.0476 1.2596 -7.6131
H -1.7393 -0.1203 -6.6991
H -1.9373 1.5506 -6.0835
H 2.1523 0.7604 -4.4449
H 2.0486 0.8055 -1.9539
H 0.4997 1.0436 -0.0248
H -1.9367 -1.0807 1.5148
H -4.2811 -0.5690 1.8792
H -5.4011 1.3322 0.7011
H -4.0527 2.7520 -0.8716
H -1.6892 2.2488 -1.2476
H -2.1044 -0.3898 -2.1790
H -2.0421 -0.3028 -4.5855
*
```